Arrangement a

Here is a cluster of 2 separate species, C2H3Cl2N in total from OMol25. Energies are from the ωB97M-V functional and the def2-TZVPD basis.

ORCA input file:
```
! RIJCOSX wB97M-V def2-TZVPD def2/J DEFGRID3
* xyz 0 1
C 0.41 -0.37 -0.69
C 0.81 1.67 0.43
N -0.05 -1.04 0.20
Cl 2.48 1.67 0.88
Cl 0.20 3.05 -0.49
H 0.66 -0.10 -1.69
H 0.10 1.24 1.13
H -0.03 -2.12 0.32
*
```

Values from the calculation:
Highest occupied orbital energy (alpha / beta) (eV): -7.55 / -7.54
HOMO-LUMO gap (alpha / beta) (hartree): 0.2895 / 0.2891

Calculated atomic charges, method natural (NBO), unit e: C 0.242; C -0.410; N -0.635; Cl 0.007; Cl -0.024; H 0.213; H 0.210; H 0.397

=====

Arrangement b

Here is the molecule C2H3Cl2N from OMol25. Energies are from the ωB97M-V functional and the def2-TZVPD basis.

ORCA input file:
```
! RIJCOSX wB97M-V def2-TZVPD def2/J DEFGRID3
* xyz 0 1
C 1.06 -0.04 -0.01
C -0.31 0.29 -0.04
Cl -1.02 1.82 -0.15
N -1.21 -0.92 0.00
Cl -2.86 -0.70 0.03
H 1.70 -0.20 -0.96
H 1.54 0.70 0.65
H 1.11 -0.95 0.48
*
```

Values from the calculation:
SMILES string: C/C(Cl)=N/Cl
Highest occupied orbital energy (eV): -9.20
HOMO-LUMO gap (hartree): 0.3339

Calculated atomic charges, method natural (NBO), unit e: C -0.711; C 0.186; Cl 0.084; N -0.471; Cl 0.149; H 0.259; H 0.240; H 0.263

=====

Arrangement c

Here is a structure of composition C2H3Cl2N from OMol25. Energies are from the ωB97M-V functional and the def2-TZVPD basis.

ORCA input file:
```
! RIJCOSX wB97M-V def2-TZVPD def2/J DEFGRID3
* xyz 0 1
C 1.44 0.07 0.14
C -1.60 0.14 0.63
N 0.22 0.39 -0.05
Cl 2.71 1.27 0.03
Cl -2.46 1.43 -0.11
H 1.81 -0.93 0.27
H -1.75 -0.52 -0.13
H -0.08 1.41 0.06
*
```

Values from the calculation:
Highest occupied orbital energy (eV): -8.51
HOMO-LUMO gap (hartree): 0.3049

Calculated atomic charges, method natural (NBO), unit e: C 0.147; C -0.222; N -0.575; Cl -0.013; Cl -0.070; H 0.212; H 0.104; H 0.417

=====

Which one sits at the top of the stability order? arrangement b does.

=====

Arrangement a

Here is a cluster of 34 separate species, H68O34 in total from OMol25. Energies are from the ωB97M-V functional and the def2-TZVPD basis.

ORCA input file:
```
! RIJCOSX wB97M-V def2-TZVPD def2/J DEFGRID3
* xyz 0 1
O -0.59 1.74 -4.45
H -1.30 1.18 -4.75
H -0.99 2.60 -4.34
O -1.61 3.95 2.46
H -1.86 3.18 1.95
H -0.85 4.31 2.00
O 1.03 -3.96 -0.73
H 1.61 -3.89 -1.49
H 0.43 -3.22 -0.81
O 4.47 1.46 -0.29
H 4.36 2.07 -1.02
H 5.42 1.40 -0.16
O -4.88 -2.21 1.17
H -4.17 -1.70 1.54
H -4.50 -3.08 1.02
O -3.11 -4.48 1.59
H -3.64 -4.38 2.37
H -3.01 -5.43 1.48
O 3.70 2.66 2.36
H 3.07 2.83 1.66
H 4.24 1.95 2.02
O -1.47 -4.80 -2.33
H -1.98 -4.10 -1.91
H -0.75 -4.34 -2.75
O -2.95 1.16 0.17
H -2.29 1.17 -0.53
H -2.75 0.37 0.67
O 3.45 3.42 -2.39
H 4.13 4.04 -2.64
H 2.70 3.96 -2.15
O 0.34 -1.57 5.43
H 0.03 -0.67 5.32
H 0.25 -1.97 4.56
O -1.03 -2.81 3.10
H -1.04 -3.54 3.72
H -1.46 -3.16 2.32
O -2.57 5.00 -0.84
H -2.31 5.15 0.07
H -1.75 4.83 -1.30
O 4.79 -0.12 2.31
H 4.12 -0.28 1.64
H 4.31 -0.13 3.14
O -1.41 -2.31 -0.11
H -1.90 -2.31 -0.94
H -1.88 -2.93 0.45
O -5.48 -0.01 -1.31
H -4.93 -0.38 -0.62
H -5.68 -0.75 -1.88
O -0.75 1.19 5.47
H -0.31 1.36 4.64
H -0.55 1.96 6.01
O -2.47 -1.90 -2.59
H -2.09 -1.27 -3.21
H -3.13 -2.36 -3.10
O 3.29 -0.26 4.45
H 3.04 0.51 4.96
H 2.55 -0.40 3.86
O 2.43 2.37 -4.92
H 1.57 2.36 -4.50
H 3.05 2.30 -4.19
O 2.16 -3.75 1.80
H 1.91 -4.10 0.95
H 1.80 -4.39 2.43
O -2.50 3.68 -4.05
H -2.40 4.58 -3.76
H -3.04 3.27 -3.37
O 1.88 2.54 0.52
H 1.52 2.97 -0.25
H 2.32 1.76 0.18
O -4.10 2.62 -1.96
H -3.50 2.49 -1.23
H -4.61 1.81 -2.00
O 3.25 -0.05 -2.46
H 3.62 -0.44 -1.66
H 2.36 -0.39 -2.50
O -0.94 1.53 -1.50
H -0.43 2.33 -1.36
H -0.88 1.37 -2.44
O 0.03 -0.05 0.37
H -0.51 -0.81 0.17
H -0.15 0.57 -0.34
O 0.89 1.03 3.09
H 0.47 0.98 2.23
H 1.66 1.59 2.96
O -2.85 -0.87 2.65
H -3.03 -0.27 3.38
H -2.14 -1.43 2.98
O 0.65 4.27 -1.53
H 0.73 5.14 -1.15
H 0.77 4.40 -2.47
O 0.94 -0.43 -4.22
H 0.58 0.41 -4.50
H 1.67 -0.60 -4.82
O 2.39 -1.02 1.45
H 1.96 -1.78 1.84
H 1.67 -0.44 1.19
O -0.60 -6.51 -0.28
H -0.43 -5.67 -0.70
H -0.84 -7.09 -1.00
O 4.24 -1.70 -0.48
H 5.00 -1.45 0.06
H 3.54 -1.85 0.15
*
```

Values from the calculation:
Highest occupied orbital energy (eV): -9.82
HOMO-LUMO gap (hartree): 0.3216

Results of the Mulliken charge analysis, in e, for atoms 1 through 99: O -0.670; H 0.213; H 0.305; O -0.636; H 0.319; H 0.285; O -0.622; H 0.333; H 0.227; O -0.398; H 0.162; H 0.259; O -0.665; H 0.399; H 0.363; O -0.544; H 0.318; H 0.232; O -0.743; H 0.451; H 0.346; O -0.590; H 0.259; H 0.310; O -0.777; H 0.507; H 0.139; O -0.473; H 0.282; H 0.233; O -0.647; H 0.341; H 0.310; O -0.487; H 0.225; H 0.056; O -0.582; H 0.314; H 0.254; O -0.797; H 0.110; H 0.539; O -0.101; H 0.067; H 0.055; O -0.626; H 0.328; H 0.274; O -0.671; H 0.398; H 0.288; O -0.482; H 0.169; H 0.240; O -0.689; H 0.321; H 0.295; O -0.655; H 0.254; H 0.364; O -0.566; H 0.304; H 0.221; O -0.681; H 0.299; H 0.393; O -0.441; H 0.163; H 0.144; O -0.683; H 0.371; H 0.349; O -0.581; H 0.409; H 0.229; O -0.337; H 0.011; H 0.027; O 0.597; H -0.068; H 0.225; O -0.393; H 0.019; H 0.272; O -0.627; H 0.304; H 0.303; O -0.664; H 0.269; H 0.275; O -0.608; H 0.391; H 0.339; O 0.499; H 0.017; H -0.007; O -0.648; H 0.435; H 0.283

=====

Arrangement b

Here is a cluster of 34 separate species, H68O34 in total from OMol25. Energies are from the ωB97M-V functional and the def2-TZVPD basis.

ORCA input file:
```
! RIJCOSX wB97M-V def2-TZVPD def2/J DEFGRID3
* xyz 0 1
O 1.98 -4.58 -0.72
H 2.13 -3.87 -1.36
H 2.25 -5.40 -1.19
O -2.30 4.07 1.11
H -2.95 4.71 0.88
H -2.28 3.55 0.30
O 1.29 1.00 1.02
H 0.73 1.68 1.51
H 2.15 0.86 1.43
O -3.45 -3.17 -0.87
H -2.58 -3.60 -0.79
H -3.53 -2.94 -1.81
O 1.48 5.16 -1.12
H 1.83 4.79 -0.32
H 0.60 4.74 -1.16
O -2.88 2.82 -4.08
H -1.97 2.90 -4.35
H -2.99 1.97 -3.65
O -3.77 1.86 2.61
H -3.50 2.43 3.33
H -3.16 2.08 1.92
O 4.15 4.11 -2.06
H 4.03 4.74 -2.75
H 3.24 4.02 -1.73
O -1.46 -0.67 1.38
H -2.41 -0.91 1.34
H -1.37 -0.48 2.31
O -2.15 1.68 -0.22
H -2.86 1.29 -0.80
H -1.88 0.97 0.37
O -0.07 3.42 -4.30
H 0.05 2.57 -4.71
H 0.39 4.13 -4.80
O -1.39 -0.54 4.78
H -0.85 -1.22 5.23
H -2.33 -0.70 4.99
O 4.21 -1.29 -0.50
H 4.40 -0.76 -1.31
H 4.93 -1.21 0.13
O -1.61 -1.53 -2.77
H -1.11 -1.94 -3.51
H -0.96 -1.47 -2.04
O -1.76 2.17 4.88
H -1.41 1.30 4.57
H -1.11 2.30 5.60
O 2.99 -3.14 1.57
H 3.50 -2.64 0.92
H 2.62 -3.88 1.08
O 0.39 -2.46 -4.52
H 1.20 -2.78 -4.16
H 0.13 -2.83 -5.36
O -0.35 3.13 -1.55
H -1.03 2.54 -1.16
H -0.66 3.28 -2.47
O -3.25 0.49 -2.60
H -4.07 0.16 -2.98
H -2.58 -0.24 -2.79
O 1.00 -2.07 5.17
H 1.84 -1.62 5.11
H 0.90 -2.86 4.63
O 2.12 -2.53 -2.35
H 3.02 -2.22 -2.58
H 1.85 -1.93 -1.63
O 5.35 1.64 -2.21
H 6.02 1.65 -1.54
H 4.93 2.52 -2.19
O -3.87 -1.54 1.31
H -3.90 -2.00 0.45
H -4.73 -1.06 1.48
O -5.94 -0.13 1.97
H -5.42 0.69 2.08
H -6.69 0.11 1.38
O 0.16 0.60 -4.99
H 0.68 -0.24 -5.14
H -0.55 0.29 -4.43
O -1.08 -4.54 -0.07
H -1.15 -4.17 0.82
H -0.13 -4.34 -0.23
O 2.76 -0.72 2.97
H 1.89 -0.30 2.94
H 2.63 -1.62 2.60
O 3.65 -0.32 -2.91
H 3.09 0.34 -2.48
H 4.33 0.23 -3.28
O -0.06 2.95 2.29
H -0.71 3.38 1.74
H -0.51 2.76 3.13
O -3.38 -2.55 3.87
H -3.59 -2.16 2.97
H -4.00 -3.24 4.05
O -0.34 -3.76 3.13
H -1.02 -3.14 3.46
H -0.13 -4.38 3.82
O 5.68 0.17 2.06
H 4.81 -0.09 2.41
H 6.07 0.91 2.54
O 1.97 1.47 -1.64
H 1.29 2.17 -1.73
H 2.06 1.52 -0.67
O 0.13 -1.15 -0.58
H 0.53 -0.32 -0.81
H -0.23 -1.04 0.32
*
```

Values from the calculation:
Highest occupied orbital energy (eV): -10.64
HOMO-LUMO gap (hartree): 0.3931

Results of the Mulliken charge analysis, in e, for atoms 1 through 99: O -0.653; H 0.484; H 0.263; O -0.754; H 0.308; H 0.210; O -0.530; H 0.324; H 0.230; O -0.682; H 0.357; H 0.268; O -0.670; H 0.304; H 0.343; O -0.666; H 0.334; H 0.438; O -0.660; H 0.284; H 0.332; O -0.706; H 0.292; H 0.389; O -0.186; H 0.262; H -0.006; O -0.159; H 0.217; H 0.027; O -0.616; H 0.375; H 0.257; O -0.657; H 0.283; H 0.276; O -0.551; H 0.260; H 0.230; O -0.667; H 0.327; H 0.334; O -0.635; H 0.338; H 0.304; O -0.682; H 0.292; H 0.339; O -0.513; H 0.240; H 0.220; O -0.599; H 0.297; H 0.346; O -0.691; H 0.266; H 0.435; O -0.605; H 0.280; H 0.332; O -0.405; H 0.286; H 0.023; O -0.597; H 0.273; H 0.389; O -0.756; H 0.293; H 0.448; O -0.675; H 0.343; H 0.327; O -0.663; H 0.315; H 0.261; O -0.799; H 0.284; H 0.359; O -0.600; H 0.259; H 0.425; O -0.705; H 0.441; H 0.249; O -0.721; H 0.315; H 0.353; O -0.586; H 0.430; H 0.253; O -0.677; H 0.378; H 0.249; O -0.628; H 0.346; H 0.281; O -0.270; H 0.206; H 0.227

=====

Which one sits at the top of the stability order? arrangement b does.